1.
{"formula": "C53H49N3NiO6P2S3", "method": "ωB97M-V/def2-TZVPD", "e_lumo_ha": [0.0108, 0.0105], "e_homo_ev": [-7.565, -7.695], "orbital_gap_ev": [7.86, 7.98], "spin_multiplicity": 3, "elements": ["Ni", "C", "S", "C", "C", "C", "N", "P", "C", "C", "C", "C", "C", "C", "C", "C", "C", "C", "C", "C", "P", "C", "C", "C", "C", "C", "C", "C", "C", "C", "C", "C", "C", "H", "H", "H", "H", "H", "H", "H", "H", "H", "H", "H", "H", "H", "H", "H", "H", "H", "H", "H", "H", "H", "H", "H", "H", "H", "H", "H", "H", "H", "C", "C", "C", "N", "C", "C", "H", "H", "H", "H", "H", "O", "S", "C", "C", "C", "C", "C", "C", "C", "C", "C", "C", "C", "C", "H", "H", "H", "H", "H", "H", "H", "H", "H", "H", "O", "C", "O", "H", "O", "C", "N", "S", "O", "O", "C", "C", "C", "C", "C", "C", "H", "H", "H", "H"], "positions_angstrom": [[0.569220, -0.134381, 0.581732], [1.319880, -5.038999, -5.973977], [-0.233401, -5.355346, -5.088995], [-1.016808, -3.715537, -5.273210], [-0.421090, -2.647622, -4.369950], [-0.607637, -2.987000, -2.884821], [-0.438209, -1.877760, -1.962114], [-1.560087, -0.565716, -1.707247], [-2.548227, -0.556778, -3.261467], [-2.267116, 0.456072, -4.171849], [-2.943984, 0.524158, -5.376098], [-3.916087, -0.418774, -5.672970], [-4.223083, -1.412114, -4.756687], [-3.549425, -1.477218, -3.550078], [-2.805892, -1.332788, -0.620950], [-2.522378, -2.624074, 0.066989], [-3.582612, -3.128240, 1.077421], [-4.679282, -2.160583, 1.384225], [-4.830321, -1.024703, 0.703336], [-3.891899, -0.609936, -0.312423], [1.037117, -1.221367, -1.372347], [1.712705, -0.473003, -2.912216], [1.288198, 0.804046, -3.253174], [1.607087, 1.339076, -4.488639], [2.350900, 0.602672, -5.396519], [2.794385, -0.665114, -5.053533], [2.476414, -1.204684, -3.817062], [2.251233, -2.523022, -1.022601], [3.575646, -2.079841, -0.970780], [4.571655, -2.907414, -0.493926], [4.255103, -4.174242, -0.028082], [2.944782, -4.616306, -0.073327], [1.941679, -3.797894, -0.563402], [1.912695, -5.943861, -5.900693], [1.844654, -4.214020, -5.501380], [1.110285, -4.820592, -7.018557], [-2.070710, -3.871303, -5.044925], [-0.922003, -3.429890, -6.320970], [-0.912737, -1.702080, -4.600270], [0.638433, -2.520827, -4.588663], [0.107952, -3.768174, -2.613959], [-1.617766, -3.392219, -2.754158], [-1.499483, 1.178635, -3.930395], [-2.718333, 1.314243, -6.077439], [-4.448294, -0.369770, -6.611690], [-4.996302, -2.136021, -4.975988], [-3.800011, -2.245506, -2.832207], [-2.284373, -3.391600, -0.674768], [-4.025601, -4.092865, 0.804256], [-5.375192, -2.441136, 2.164128], [-5.658221, -0.364320, 0.912403], [-4.079043, 0.319951, -0.832010], [0.733692, 1.368849, -2.517960], [1.275769, 2.334898, -4.744233], [2.591365, 1.016198, -6.365844], [3.384487, -1.236758, -5.757295], [2.824250, -2.196452, -3.557279], [3.812935, -1.065436, -1.260408], [5.590061, -2.554638, -0.461952], [5.025926, -4.806638, 0.388092], [2.694686, -5.595236, 0.303388], [0.917973, -4.141629, -0.555780], [-2.685740, -2.568489, 3.444206], [-2.070223, -1.417391, 3.699461], [-1.189528, -0.825025, 2.709191], [-0.942415, -1.301790, 1.553455], [-1.457116, -2.595446, 1.188877], [-2.466678, -3.269218, 2.154053], [-3.351160, -3.037132, 4.154676], [-2.178660, -0.897393, 4.637856], [-0.723783, 0.117174, 2.978786], [-0.580281, -3.207673, 0.971121], [-2.212329, -4.314980, 2.346150], [-1.099253, 1.301279, 0.494990], [-1.071677, 2.143953, 1.724244], [-2.833916, 2.331858, 2.184054], [-3.097036, 2.435405, 3.539026], [-4.401014, 2.596002, 3.974550], [-5.433187, 2.637636, 3.051512], [-5.164096, 2.517243, 1.697543], [-3.858340, 2.369695, 1.259806], [-1.043473, 3.841452, 1.102045], [-1.187914, 4.061610, -0.252573], [-1.241918, 5.360574, -0.725309], [-1.139910, 6.421651, 0.159783], [-0.961992, 6.189496, 1.516374], [-0.912034, 4.890916, 1.993284], [-2.275075, 2.397647, 4.238622], [-4.607473, 2.689075, 5.029537], [-6.450973, 2.765207, 3.391177], [-5.972004, 2.548936, 0.981545], [-3.623984, 2.285325, 0.210601], [-1.259395, 3.207341, -0.908248], [-1.372897, 5.539718, -1.782157], [-1.198417, 7.435821, -0.207020], [-0.869262, 7.017825, 2.203930], [-0.780863, 4.686733, 3.045692], [1.301014, 1.701906, 1.868988], [1.902122, 2.008045, 0.822724], [1.742413, 1.440453, -0.270814], [2.593013, 2.874606, 0.849341], [3.905539, -0.000812, 1.139162], [3.333164, -0.858755, 1.790063], [2.021058, -1.138778, 1.746550], [1.599195, -2.294366, 2.828138], [0.802602, -1.782807, 3.917580], [1.059248, -3.465463, 2.178794], [3.247702, -2.661686, 3.385790], [3.710540, -3.631666, 4.241331], [5.083239, -3.695043, 4.444171], [5.931969, -2.792002, 3.817880], [5.443870, -1.820618, 2.954574], [4.076462, -1.771076, 2.733374], [3.018891, -4.315016, 4.712343], [5.493197, -4.454141, 5.093140], [6.994271, -2.854848, 4.004780], [6.094755, -1.117495, 2.458114]], "atomic_forces_ev_per_a": [[0.4, 0.6, 0.5], [-0.5, 0.0, 0.2], [0.0, 0.1, -0.1], [0.4, -0.3, 0.1], [-0.1, -0.1, 0.0], [0.1, -0.1, -0.3], [0.2, 0.7, 0.7], [-0.7, -0.8, -0.5], [0.1, 0.2, 0.3], [0.0, 0.0, 0.1], [0.0, 0.0, -0.1], [0.0, 0.1, -0.1], [-0.1, -0.1, 0.0], [0.1, 0.0, -0.1], [-0.3, 0.5, 0.1], [0.0, 0.1, -0.1], [-0.2, -0.2, 0.0], [-0.1, 0.0, -0.1], [-0.4, -0.3, 0.5], [0.7, -0.3, -0.5], [0.0, -1.0, -1.3], [0.1, -0.1, 0.4], [0.1, 0.0, 0.2], [-0.1, 0.1, -0.1], [0.0, 0.0, 0.0], [0.0, -0.1, 0.0], [0.1, 0.1, 0.0], [-0.1, 0.0, 0.0], [-0.1, 0.0, -0.2], [0.0, 0.0, 0.0], [0.0, 0.0, 0.0], [0.0, -0.1, 0.0], [0.0, 0.2, -0.2], [0.1, -0.1, 0.0], [0.2, 0.0, -0.1], [0.1, 0.0, -0.1], [-0.1, 0.0, 0.0], [-0.1, 0.0, 0.0], [0.1, 0.0, 0.0], [-0.1, 0.0, -0.1], [-0.2, 0.0, 0.0], [0.1, 0.0, 0.1], [0.0, 0.1, 0.0], [0.0, 0.0, -0.1], [0.0, 0.0, -0.1], [0.0, 0.0, -0.1], [0.0, 0.0, 0.0], [0.1, 0.1, 0.1], [0.0, 0.1, 0.0], [-0.1, 0.0, 0.0], [-0.1, 0.0, 0.1], [0.0, 0.1, 0.0], [0.0, 0.2, 0.0], [0.0, 0.1, 0.0], [0.0, 0.0, 0.0], [0.0, 0.0, 0.0], [0.0, 0.0, 0.0], [0.1, 0.0, -0.1], [0.1, 0.1, 0.1], [0.1, -0.1, 0.0], [-0.1, -0.1, 0.1], [-0.1, 0.0, 0.0], [0.2, 0.2, 0.0], [-0.4, -0.4, 0.2], [-0.2, 0.0, -0.3], [0.4, 0.7, 0.0], [0.2, -0.7, -0.3], [0.1, -0.1, 0.0], [-0.1, 0.1, 0.2], [-0.1, 0.0, 0.1], [0.1, -0.1, 0.0], [-0.3, 0.1, 0.0], [0.0, 0.1, 0.0], [0.3, -0.5, -0.6], [-1.9, 1.7, 0.6], [0.5, -0.3, 0.2], [0.1, 0.0, -0.1], [-0.1, 0.1, 0.0], [-0.1, 0.0, 0.1], [0.1, 0.0, -0.1], [0.0, 0.0, -0.1], [0.4, -0.2, 0.1], [0.0, -0.3, 0.0], [0.0, 0.1, 0.0], [0.0, 0.1, 0.0], [0.0, 0.0, 0.0], [0.0, 0.0, 0.0], [0.1, 0.0, 0.2], [0.0, 0.0, 0.1], [-0.1, 0.0, 0.0], [-0.1, 0.0, -0.1], [0.0, 0.0, -0.2], [0.0, -0.1, -0.1], [0.0, 0.0, -0.1], [0.0, 0.1, 0.0], [0.0, 0.1, 0.0], [0.0, 0.0, 0.1], [0.0, -0.5, 0.5], [0.8, 1.2, 0.0], [-0.3, -0.7, -0.5], [-0.1, -0.2, 0.0], [0.0, -0.1, 0.1], [1.1, 0.3, 0.1], [-1.2, -0.4, 0.2], [0.5, -0.5, 0.2], [0.4, 0.2, 0.2], [0.1, 0.0, 0.1], [-0.2, 0.7, -0.6], [-0.1, -0.2, 0.1], [-0.2, 0.0, 0.0], [0.1, 0.1, -0.1], [-0.2, 0.0, 0.0], [0.2, -0.2, 0.2], [0.1, -0.1, 0.1], [0.0, 0.0, 0.1], [0.1, 0.0, 0.0], [0.1, 0.1, -0.1]]}

***

2.
{"formula": "C32H48Cl8O24", "method": "ωB97M-V/def2-TZVPD", "e_lumo_ha": -0.0012, "e_homo_ev": -10.111, "smiles": "O=C1OCCO1.O=C1OCCO1.O=C1OCCO1.O=C1OCCO1.O=C1OCCO1.O=C1OCCO1.O=C1OCCO1.O=C1OCCO1.ClCCCl.ClCCCl.ClCCCl.ClCCCl", "orbital_gap_ev": 10.08, "elements": ["O", "C", "O", "C", "C", "O", "H", "H", "H", "H", "O", "C", "O", "C", "C", "O", "H", "H", "H", "H", "O", "C", "O", "C", "C", "O", "H", "H", "H", "H", "O", "C", "O", "C", "C", "O", "H", "H", "H", "H", "O", "C", "O", "C", "C", "O", "H", "H", "H", "H", "O", "C", "O", "C", "C", "O", "H", "H", "H", "H", "O", "C", "O", "C", "C", "O", "H", "H", "H", "H", "O", "C", "O", "C", "C", "O", "H", "H", "H", "H", "Cl", "C", "C", "Cl", "H", "H", "H", "H", "Cl", "C", "C", "Cl", "H", "H", "H", "H", "Cl", "C", "C", "Cl", "H", "H", "H", "H", "Cl", "C", "C", "Cl", "H", "H", "H", "H"], "positions_angstrom": [[1.026032, -3.892264, 0.997089], [0.292315, -4.719438, 1.535982], [-0.948718, -4.631179, 1.825836], [-1.444505, -5.762033, 2.548304], [-0.414870, -6.799712, 2.237535], [0.655308, -5.928511, 1.837678], [-1.607674, -5.675127, 3.622509], [-2.429166, -5.986999, 2.138490], [-0.778033, -7.483926, 1.470683], [-0.059846, -7.363781, 3.100030], [-2.254673, 2.638051, -2.287069], [-2.288286, 3.758127, -1.897615], [-1.272129, 4.394589, -1.264223], [-1.678053, 5.637148, -0.878454], [-3.139061, 5.703058, -1.210392], [-3.375483, 4.585980, -2.012486], [-1.565853, 5.696577, 0.204122], [-1.100804, 6.450157, -1.318796], [-3.470783, 6.655363, -1.624138], [-3.739991, 5.473813, -0.330368], [3.441676, -0.326068, 1.203832], [4.577169, -0.105961, 1.635519], [4.956136, -0.242796, 2.970061], [6.328872, -0.227042, 3.127894], [6.852991, 0.178907, 1.724687], [5.703807, 0.113265, 0.914916], [6.719491, 0.540981, 3.795465], [6.718510, -1.214047, 3.377089], [7.678014, -0.459749, 1.409155], [7.206936, 1.206757, 1.804228], [-6.585290, 3.560388, 0.128124], [-5.977101, 2.541971, -0.099984], [-5.670784, 2.050237, -1.340218], [-4.884020, 0.901024, -1.226344], [-4.689982, 0.762169, 0.278710], [-5.668337, 1.652435, 0.816026], [-5.153831, -0.017861, -1.746875], [-3.914005, 1.126084, -1.669639], [-3.696180, 1.167026, 0.469863], [-4.832636, -0.237392, 0.689363], [-3.509138, 0.801358, 4.795335], [-3.236035, -0.320601, 4.328048], [-3.198621, -0.661210, 2.977575], [-2.927621, -2.080549, 2.797765], [-2.785794, -2.619267, 4.212629], [-2.966298, -1.430607, 4.976698], [-3.688887, -2.571832, 2.191789], [-1.961170, -2.181898, 2.304008], [-1.789181, -3.002104, 4.432393], [-3.611907, -3.286642, 4.458083], [1.565594, 2.105642, -1.046408], [2.760386, 1.992683, -1.254949], [3.732048, 2.567323, -0.467963], [4.958855, 2.540071, -1.125112], [4.713428, 1.296910, -2.016703], [3.320051, 1.390523, -2.256392], [5.043338, 3.461254, -1.701641], [5.883135, 2.357391, -0.576988], [5.090713, 0.374062, -1.576145], [5.112929, 1.566140, -2.994469], [0.151725, 4.349464, 4.485434], [0.652021, 3.997194, 3.440146], [0.552265, 4.643671, 2.289547], [1.022162, 3.844770, 1.254795], [1.919500, 2.845290, 1.978732], [1.284983, 2.875530, 3.238570], [0.217830, 3.265739, 0.801060], [1.585451, 4.426016, 0.524743], [2.927935, 3.256383, 1.932046], [1.872897, 1.849430, 1.538061], [0.796761, 0.359165, -7.450483], [0.102834, 0.799346, -6.544510], [0.544516, 1.335666, -5.448964], [-0.489138, 1.716002, -4.578510], [-1.676192, 1.361829, -5.332099], [-1.228827, 0.667172, -6.503236], [-0.345459, 1.098274, -3.692022], [-0.566313, 2.765509, -4.294447], [-2.364744, 2.194360, -5.476574], [-2.208140, 0.531173, -4.868280], [0.763596, -2.000079, 3.656287], [1.411864, -0.375776, 4.103118], [0.680731, 0.265842, 5.281639], [0.679735, -0.745953, 6.642117], [1.318763, 0.208342, 3.187564], [2.482300, -0.497722, 4.268611], [-0.339741, 0.381775, 4.916558], [1.179873, 1.125955, 5.727929], [-3.760966, -1.526315, -3.671129], [-2.991366, -3.121357, -3.776656], [-2.360405, -3.498514, -5.177509], [-0.932869, -2.432128, -5.277032], [-3.767637, -3.871205, -3.624233], [-2.299163, -3.171642, -2.936164], [-3.095970, -3.321156, -5.962099], [-1.986141, -4.522245, -5.174555], [4.216575, -2.121852, -1.321428], [2.525553, -2.475293, -1.785009], [2.633227, -3.701225, -2.738959], [0.915313, -3.967400, -3.354540], [2.093450, -1.509607, -2.047349], [2.015519, -2.822078, -0.886283], [2.950163, -4.590822, -2.194653], [3.355000, -3.596926, -3.549054], [-2.300936, -1.647372, -0.409592], [-0.801078, -0.694923, -0.876970], [-0.036338, -0.412663, 0.450584], [-1.021665, 0.685134, 1.473221], [-1.295428, 0.173184, -1.312981], [-0.200702, -1.286117, -1.568446], [0.871412, 0.141676, 0.212267], [0.322280, -1.272387, 1.016596]], "atomic_forces_ev_per_a": [[-1.8, -1.4, 1.2], [3.0, 1.4, -2.1], [-4.0, 2.3, 1.3], [-1.3, -0.4, -0.2], [0.5, 0.3, 0.3], [2.7, -3.3, 0.0], [0.5, 1.0, 0.0], [0.1, 0.0, -0.1], [0.6, 0.1, -0.4], [-0.1, 0.0, -0.1], [0.2, -0.3, -0.2], [-0.6, 0.7, 0.0], [0.2, -2.2, -1.2], [0.0, 2.3, 1.7], [-1.3, 0.5, 1.4], [1.1, -1.3, -1.3], [0.2, 0.2, 0.1], [0.2, -0.3, -0.3], [0.0, -0.3, -0.4], [0.0, 0.6, 0.3], [3.7, 1.4, 1.4], [-1.7, -1.9, 0.2], [-2.2, 0.4, -0.8], [2.0, 0.1, -1.1], [0.3, 0.3, 1.4], [-0.9, 0.0, -1.0], [-0.6, -0.3, 0.6], [-0.3, 0.0, 0.4], [-0.4, -0.1, -0.5], [0.0, 0.1, -0.5], [1.0, -0.9, -0.7], [-2.0, 0.8, -0.6], [-0.8, 1.1, -0.2], [1.9, -0.7, 0.0], [0.3, -0.1, -0.2], [0.7, -0.5, 1.1], [-1.3, 0.3, 0.0], [0.0, 0.1, -0.1], [0.0, -0.3, 0.7], [0.1, 0.3, 0.0], [1.2, -4.1, -1.7], [-1.0, 2.3, -1.1], [-0.6, 0.2, 0.5], [1.0, 0.7, -0.1], [-0.7, 1.0, -0.3], [0.2, -0.2, 2.8], [-0.2, 0.3, 0.1], [-0.2, 0.2, -0.3], [-0.2, -0.2, 0.0], [0.3, -0.2, 0.3], [2.1, -0.3, -0.3], [-1.9, 1.3, 1.6], [-1.4, 0.4, 1.7], [0.4, -1.3, -1.7], [1.5, 2.2, -1.4], [-0.2, -1.6, -0.6], [0.2, 0.0, -0.1], [-0.6, 0.3, 0.8], [-0.6, 0.0, -0.2], [0.6, -0.9, 0.0], [0.9, -0.4, -1.3], [-1.9, 1.1, 1.9], [-0.6, 2.0, -0.1], [0.6, -1.4, -1.4], [-0.5, 0.7, -1.3], [1.7, -2.3, 1.3], [-0.2, 0.5, -0.2], [-0.4, 0.1, 0.0], [0.3, -0.4, 0.8], [0.1, 0.1, 0.3], [-1.1, 1.0, 1.6], [0.7, -2.3, -3.2], [2.3, 1.6, 0.8], [0.7, -0.1, 1.6], [-3.1, -2.4, -0.1], [0.1, 1.3, -0.7], [-0.2, 0.3, 0.2], [1.0, 0.0, -0.1], [0.1, -0.1, -0.7], [-0.5, 0.6, 0.6], [0.0, 0.3, 0.2], [0.7, 0.3, -0.2], [0.1, 0.1, -1.8], [-0.2, -2.0, 2.1], [-0.2, 0.1, 0.2], [-0.1, -0.2, 0.2], [-0.1, 0.7, 0.5], [-0.3, 0.6, -1.3], [0.1, 0.0, -0.4], [-0.2, -1.5, -0.9], [-0.2, 1.4, 2.2], [-0.1, 0.2, -1.1], [-0.2, 0.2, 0.3], [0.2, -0.1, -0.4], [0.4, 0.1, -0.1], [-0.2, 0.1, 0.1], [0.4, 0.0, 0.2], [0.6, -1.2, 0.4], [-1.1, 0.9, 0.2], [1.4, -0.2, 0.4], [0.0, -0.5, -0.9], [0.1, 0.1, 0.1], [-0.3, 0.2, 0.2], [-0.5, 0.4, -0.2], [0.4, -0.3, -0.4], [-0.5, -0.4, 1.8], [0.2, 0.8, -1.3], [0.4, -0.2, 0.0], [0.8, 0.2, -0.1], [-0.2, 0.0, 0.0], [-0.1, 0.1, -0.2], [-0.7, -0.3, -0.1]]}

***

3.
{"formula": "C4H11N2", "method": "ωB97M-V/def2-TZVPD", "charge": 1, "e_lumo_ha": -0.1267, "e_homo_ev": -14.456, "smiles": "CC/C([NH3+])=C/N", "orbital_gap_ev": 11.01, "elements": ["C", "C", "C", "N", "C", "N", "H", "H", "H", "H", "H", "H", "H", "H", "H", "H", "H"], "positions_angstrom": [[1.415706, -0.865124, -1.303630], [0.499791, -1.422323, -0.220938], [-0.306300, -0.256219, 0.465164], [-1.607466, 0.133375, -0.372648], [0.240458, 0.670567, 1.271155], [-0.519271, 1.853976, 1.229419], [1.896797, 0.000358, -0.807970], [0.747269, -0.621288, -2.088582], [2.226863, -1.575000, -1.615400], [-0.303814, -2.167854, -0.445218], [1.134017, -1.845725, 0.538351], [-1.349949, -0.028394, -1.362153], [-2.489390, -0.363788, -0.072935], [-1.775756, 1.164522, -0.270920], [1.135722, 0.653055, 1.954214], [-0.006519, 2.636375, 0.925604], [-0.938160, 2.033486, 2.176488]], "atomic_forces_ev_per_a": [[0.5, -0.6, 1.1], [-2.0, 0.2, 1.8], [1.7, -0.7, -1.4], [1.1, 0.1, 0.7], [-1.1, -0.2, -0.6], [-2.0, 0.3, 2.6], [-0.2, -0.2, -0.9], [0.2, 0.7, -1.4], [-1.1, 0.5, 0.1], [1.2, 0.1, -0.5], [0.0, -0.3, 0.6], [-0.6, -0.3, 0.5], [1.3, 0.3, -0.5], [0.4, -0.7, 0.4], [-0.8, -0.7, -1.2], [0.8, 1.2, -0.1], [0.6, 0.3, -1.3]]}

***

E
In order: -164637.6251 -183280.3768 -7298.5370
Unit: eV
Energy relative to the best compared isomer or geometry (same formula, charge and spin)
In order: 108.9 320.0 232.6
Unit: kJ/mol